A molecular structure, C11H19CoNO at a distorted geometry, computed with ωB97M-V/def2-TZVPD.

Each line ends with the Löwdin charge.
Positions of all 33 atoms, in Å:
C -0.25905 0.07152 -2.23818  -0.20
C -1.25958 0.93222 -1.67739  -0.21
C -2.15318 0.13225 -0.89559  -0.18
C -1.71358 -1.23345 -0.97837  -0.18
C -0.54298 -1.27198 -1.81631  -0.19
Co 0.06343 -0.02951 0.10195  0.62
N 1.85551 -0.20907 -0.10580  -0.15
C 2.18180 1.14225 0.27229  -0.43
C 0.78493 1.75386 0.38466  -0.23
H -3.02774 0.48921 -0.35520  0.08
H -1.33155 2.00944 -1.82262  0.09
H -2.19397 -2.09009 -0.51468  0.08
H 0.00784 -2.16578 -2.09959  0.08
H 0.54012 0.37210 -2.91314  0.09
H 0.52410 2.40585 -0.45166  0.02
H 2.76728 1.22022 1.20910  0.08
H 2.52289 -0.96842 0.04572  0.03
H 0.56378 2.16928 1.36645  0.03
H 2.79910 1.61973 -0.50953  0.07
C -0.27801 -2.94354 2.75851  -0.06
C -0.43344 -1.44393 2.91793  -0.76
C -1.78574 -1.15349 3.54001  -0.06
C 0.65027 -0.97846 3.86966  -0.06
O -0.35961 -0.78221 1.69680  -0.27
H -0.38611 -3.43127 3.73335  0.07
H 0.71310 -3.19091 2.36887  0.08
H -1.03871 -3.35471 2.09097  0.08
H -1.88289 -1.65201 4.50810  0.07
H -1.90567 -0.07803 3.69511  0.08
H -2.58988 -1.50901 2.89070  0.08
H 1.64149 -1.21970 3.47655  0.08
H 0.58574 0.09838 4.04226  0.08
H 0.53561 -1.48429 4.83460  0.07

The energy relative to the best compared isomer or geometry (same formula, charge and spin) comes out at 0.00 kcal/mol. The HOMO-LUMO gap (spin up / spin down) comes out at 5.85 / 6.52 eV. The total energy is -52877.1635 eV. Its net charge is -1. The spin multiplicity is 5.